ORCA calculation (ωB97M-V with the def2-TZVPD basis set) on C11H15Cl3N5O2SSiTb as an isolated structure in a non-equilibrium geometry.

Structure (XYZ):
```
39
Properties=species:S:1:pos:R:3:forces:R:3
Tb 0.477643 -1.210450 -0.103345 -0.133 -2.140 -1.826
C 1.211867 2.591856 2.488803 -1.073 0.003 -0.867
C 0.827295 1.639938 1.412417 -0.608 -2.824 0.119
N 0.609711 0.327469 1.634942 0.197 3.183 0.054
N 0.591520 -0.052477 2.910039 0.145 -1.330 1.387
C 0.624038 -1.383045 3.154406 -0.048 1.710 0.911
N 0.647647 -1.693010 4.478216 -0.269 0.441 -0.059
S 0.692900 -2.702724 2.101029 0.107 -0.532 -0.389
C 0.746392 2.022293 0.006678 1.073 -0.387 -0.197
C 1.089514 3.316888 -0.388418 -0.991 -0.344 1.750
C 0.981750 3.652955 -1.692403 0.909 -0.894 -1.656
C 0.720917 2.669155 -2.633517 -0.743 -1.007 1.214
C 0.364521 1.383583 -2.176771 -0.048 -0.610 -1.174
N 0.476257 1.020009 -0.881920 -0.855 2.339 -0.501
H 1.063327 2.051140 3.392874 0.212 -0.057 0.918
H 0.599585 3.505298 2.477249 0.203 -0.249 -0.014
H 2.236147 2.839717 2.301920 0.773 0.353 0.279
H 0.349823 -1.004010 5.155744 0.250 -0.043 -0.204
H 0.625511 -2.659525 4.738920 -0.073 -0.120 -0.004
H 1.333063 4.067490 0.359492 -0.017 -0.240 -0.122
H 1.289775 4.603606 -2.026070 0.086 1.136 -0.288
H 0.789714 2.847400 -3.676121 -0.280 0.220 -0.741
H -0.054380 0.615842 -2.922559 1.061 0.944 1.212
N -2.120805 -1.044401 0.326805 -1.373 2.466 -0.391
C -3.085545 -0.959273 -0.829971 -0.212 -0.169 -1.203
C -2.810850 -1.773505 -2.120868 0.112 -0.101 -1.102
C -1.457965 -1.427327 -2.744614 1.923 0.032 -0.275
O -1.263452 -0.843398 -3.821561 -0.968 -0.795 1.685
O -0.441919 -1.817533 -1.963545 -1.459 0.761 -0.710
H -2.426389 -1.794386 0.893924 -0.050 -1.324 0.723
H -2.462526 -0.211406 0.894580 1.078 -1.225 -0.607
H -3.147437 0.096066 -1.122997 0.101 -0.174 0.082
H -4.100102 -1.271005 -0.581592 -0.005 0.171 0.658
H -3.608371 -1.573396 -2.899123 0.714 0.032 1.092
H -2.814397 -2.871462 -1.963391 0.027 0.586 0.228
Cl 1.165640 -4.299294 -0.675568 -0.318 0.300 0.616
Si 2.932467 -3.594046 -1.706890 0.879 -0.632 -1.373
Cl 4.540097 -3.751150 -0.309533 -0.195 -0.101 0.382
Cl 2.807014 -1.313883 -1.487262 -0.132 0.620 0.396
```
Forces are in eV/Å.

The calculation puts the max |F| at 3.190 eV Å⁻¹. The HOMO energy (alpha / beta) comes out at -0.267 / -0.267 Ha. The value obtained for the energy above the lowest of the compared OMol25 structures with the same formula, charge and spin is 0.0 kcal/mol. The value obtained for the gap between HOMO and LUMO (alpha / beta) is 6.01 / 6.02 eV. As for the expectation value of S²: 12.675. The spin multiplicity is 7.